# 1
The following is a DFT calculation (the ωB97M-V functional and the def2-TZVPD basis) of a molecular structure, C33H49F3O33S4 at a distorted geometry.

Calculated values
gap between HOMO and LUMO: 9.150 eV
charge: 0
calculated total energy: -5662.06312 hartree
multiplicity: 1
maximum force: 4.04 eV/A
HOMO: -0.362 Ha

```
122
Properties=species:S:1:pos:R:3:forces:R:3
C 19.854101 16.598113 17.497103 0.106 -0.229 -0.230
C 18.742319 15.713672 16.905106 0.211 0.098 1.294
O 19.436560 14.749236 16.205113 -0.209 -1.199 -0.812
C 20.752808 14.818313 16.392825 0.802 0.564 0.541
O 21.542422 14.060397 15.929961 -0.001 0.037 0.056
O 21.041174 15.861221 17.214862 0.350 -0.676 -0.174
F 17.979428 16.379319 16.056265 -0.907 0.980 -1.051
H 19.730163 16.718629 18.560997 0.137 0.103 0.315
H 19.993785 17.555844 17.000867 -0.603 0.111 0.003
H 18.094670 15.206907 17.627893 0.058 0.241 0.011
C 17.032591 13.540894 12.117154 1.146 0.398 0.244
C 16.773601 14.941668 12.716766 0.215 -1.197 0.885
O 15.409197 15.079693 12.504186 -0.903 0.181 -0.447
C 14.950251 14.181504 11.578998 -2.059 0.621 -0.514
O 13.814533 14.215829 11.123205 2.538 -0.291 0.927
O 15.910540 13.307212 11.255910 -0.158 0.223 0.280
F 17.459224 15.880263 11.986639 -0.226 0.143 -0.057
H 17.164711 12.723731 12.835692 -0.359 0.341 -0.008
H 17.948345 13.635631 11.535012 -0.240 -0.225 -0.271
H 17.003093 15.086568 13.797744 -0.140 -0.186 -0.919
C 16.983881 19.937196 12.227121 0.282 1.117 0.764
C 15.811010 19.135655 11.803951 -1.523 0.591 0.242
O 14.915593 20.125041 11.313182 0.890 -0.714 0.547
C 15.256109 21.349353 11.888402 -2.370 1.050 -0.572
O 14.502248 22.290861 11.817044 1.834 -1.491 0.287
O 16.445110 21.278286 12.494646 0.155 -1.021 -0.341
F 15.226834 18.482985 12.899791 0.238 0.529 -0.396
H 17.719656 20.049348 11.417745 -0.005 -0.276 0.517
H 17.324516 19.523631 13.177273 0.601 0.238 -0.265
H 16.036544 18.340900 11.120833 -0.288 -0.017 -0.723
O 12.802113 8.932417 10.076972 0.192 -0.122 0.108
C 13.384541 9.698115 9.367720 -0.135 1.289 1.493
O 13.360770 9.609369 8.044279 0.822 0.729 -0.901
C 14.189732 10.667909 7.449990 -0.438 -0.025 0.301
C 14.208617 11.805121 8.530321 -0.173 -0.280 -1.040
C 14.118897 11.028888 9.829493 -0.219 -0.850 -0.333
H 13.732037 10.913957 6.483502 -0.040 0.162 0.451
H 15.166956 10.234745 7.234078 0.056 0.096 0.283
H 13.348016 12.469066 8.377151 -0.072 -0.330 0.152
H 15.063722 12.467689 8.441485 0.375 -0.166 -0.001
H 13.587656 11.558690 10.620869 -0.294 -0.265 -0.173
H 15.096230 10.800302 10.270134 -0.094 -0.207 -0.338
O 14.176015 17.073730 17.489835 -1.138 -0.448 -1.311
C 13.474272 16.600905 16.606801 1.110 0.289 2.110
O 12.188496 16.247701 16.814868 -0.093 0.039 -0.767
C 11.729944 15.508667 15.624431 0.636 0.017 0.485
C 12.634778 15.989841 14.495885 -0.483 -0.201 -0.107
C 13.910100 16.177981 15.240198 1.163 0.717 0.021
H 10.669490 15.723007 15.476990 0.201 -0.422 0.208
H 12.017147 14.453638 15.840895 -0.911 0.475 -0.233
H 12.325060 16.939380 14.058467 -0.242 -0.077 0.034
H 12.701618 15.242059 13.721094 -0.062 -0.144 -0.379
H 14.575513 16.934479 14.819591 -0.025 -0.113 0.036
H 14.504774 15.274591 15.392849 -0.077 -0.187 -0.141
O 16.881088 7.388029 9.348099 0.186 0.043 -0.240
C 17.440137 8.434335 9.472856 -0.869 0.087 0.857
O 17.070971 9.541297 8.790153 0.152 0.573 -0.641
C 17.961311 10.675746 8.991544 -0.790 -0.735 1.257
C 18.832665 10.276277 10.227324 0.597 -0.223 -1.128
C 18.521560 8.791300 10.446273 0.748 0.475 0.363
H 17.350005 11.510519 9.318526 -0.319 0.179 -0.311
H 18.389903 10.920571 8.027303 0.596 -0.142 0.091
H 18.534250 10.881951 11.084462 0.196 -0.088 -0.100
H 19.906681 10.410543 10.029637 -0.489 0.164 0.144
H 18.291841 8.634611 11.500223 -0.546 -0.390 -0.249
H 19.350751 8.129801 10.232994 0.385 -0.045 -0.074
O 18.292585 18.614463 6.112980 -0.175 0.080 -0.754
C 18.331897 18.155015 7.209854 0.132 0.816 -0.319
O 19.090659 17.114845 7.518494 0.910 -1.519 0.418
C 19.102329 16.850045 8.947118 0.550 -0.514 -0.520
C 17.858862 17.549871 9.442700 -0.384 -0.009 0.417
C 17.659509 18.673017 8.420438 -0.889 0.876 1.269
H 20.077218 17.201080 9.334405 -0.627 0.217 0.013
H 19.097969 15.762173 9.115962 -0.128 0.370 -0.234
H 17.914640 17.745246 10.510487 0.283 0.590 -0.108
H 16.993856 16.884214 9.383874 0.104 -0.207 -0.261
H 18.065175 19.666268 8.668151 0.378 -0.426 0.104
H 16.616965 18.924566 8.217598 -0.073 -0.327 -0.077
C 14.437366 16.468717 7.198552 -0.093 0.621 -0.461
C 14.107682 16.367438 8.729815 -0.594 2.010 -1.003
O 14.023344 17.798444 9.062753 0.025 -0.462 0.568
S 13.303971 18.597598 7.866839 -1.606 -0.614 1.440
O 13.735771 19.960537 7.977234 -1.017 -1.298 -0.326
O 11.936554 18.087717 7.808787 1.741 1.683 0.179
O 14.071514 17.881187 6.737662 1.388 -2.209 -0.467
H 13.899139 15.757886 6.571736 -0.266 0.227 0.185
H 15.489410 16.379003 6.936587 0.072 0.160 0.296
H 14.872482 15.988610 9.395020 0.201 -0.261 -0.314
H 13.144159 15.883673 8.924841 0.269 0.127 -0.063
C 18.529813 11.438721 17.632519 -0.480 0.327 -1.148
C 18.911282 11.385833 16.115982 -0.730 0.796 0.119
O 17.543171 11.336689 15.551955 0.821 -0.084 -0.336
S 16.611705 12.370830 16.297301 -1.536 1.982 -2.218
O 15.337662 11.721040 16.451566 1.086 1.086 -0.277
O 16.708036 13.729838 15.665615 -0.365 -3.636 1.726
O 17.389023 12.380654 17.632933 0.941 -0.026 0.951
H 19.197547 11.893012 18.355841 0.410 -0.338 -0.231
H 18.145148 10.459636 17.914200 0.120 0.088 0.332
H 19.437653 10.500522 15.728173 -0.311 0.308 0.540
H 19.373138 12.310893 15.728180 0.020 -0.469 0.394
C 10.536072 12.776707 10.599349 0.017 1.483 1.394
C 10.968642 12.409180 12.006103 0.683 -0.530 1.030
O 10.119653 13.250865 12.904834 1.367 -0.871 -1.546
S 8.690434 13.145501 12.247133 -1.999 -1.381 1.510
O 8.071069 14.417512 12.436670 -0.021 -0.812 -0.269
O 8.061947 11.897131 12.687672 0.942 2.400 -0.894
O 9.137367 12.960438 10.739917 -1.310 -0.193 -0.365
H 10.733156 12.081377 9.793368 0.196 -0.046 0.069
H 10.889064 13.811553 10.477614 0.557 -0.506 -0.778
H 12.010433 12.648738 12.174039 0.057 0.448 0.177
H 10.852510 11.368189 12.313381 -0.408 0.010 -0.298
C 22.149153 11.899977 11.026530 0.219 0.206 0.524
C 22.963738 13.050854 11.673784 -0.654 -0.286 0.779
O 22.041199 13.542638 12.726728 1.754 -0.266 0.093
S 20.582252 13.476388 12.245163 -1.790 1.884 0.632
O 20.203166 14.700745 11.514239 0.322 -2.397 1.933
O 19.801312 12.929809 13.350647 0.698 1.254 -2.020
O 20.806712 12.402984 11.159215 -0.374 -1.575 -1.469
H 22.260998 10.942636 11.576216 -0.182 0.691 0.052
H 22.330885 11.649189 9.974646 0.020 0.633 0.205
H 23.179331 13.933807 11.093148 0.146 -0.154 -0.701
H 23.839519 12.679037 12.190469 0.106 0.129 0.051
```
Positions in Å, forces in eV/Å.


# 2
The following is a DFT calculation (the ωB97M-V functional and the def2-TZVPD basis) of a molecular structure, C33H49HgN4OP2Si.

Calculated values
gap between HOMO and LUMO (spin up / spin down): 5.021 / 5.983 eV
charge: -2
calculated total energy: -2706.82957 hartree
multiplicity: 2
maximum force: 0.39 eV/A
HOMO (spin up / spin down): -0.029 / -0.065 Ha

```
91
Properties=species:S:1:pos:R:3:forces:R:3
Hg 1.076485 0.611991 -0.413968 -0.314 0.169 -0.160
C -0.640563 4.281881 3.213532 -0.008 0.058 -0.054
C 0.113991 3.514043 2.128793 0.153 -0.050 0.013
C 1.360830 2.863840 2.744036 -0.028 0.002 -0.026
P -0.694819 2.232323 1.058834 -0.175 -0.205 0.018
C -1.934509 3.099448 -0.022878 0.013 -0.065 -0.068
C -3.172501 3.705266 0.631957 0.033 0.105 0.006
C -2.349940 2.081841 -1.093458 -0.010 -0.072 0.028
C -1.733425 1.140402 2.080533 0.014 0.086 0.100
C -2.610716 1.641229 3.054690 0.034 -0.009 -0.116
C -3.518529 0.861028 3.745933 -0.020 -0.015 0.023
C -4.390859 1.429924 4.834753 0.005 -0.039 -0.038
C -3.589811 -0.488798 3.379147 0.010 0.017 -0.012
C -2.737944 -1.024240 2.446043 0.055 0.014 0.050
C -1.712015 -0.259791 1.808988 0.081 -0.136 -0.051
N -0.844241 -0.805709 0.923965 -0.010 0.006 0.103
C -0.434118 -2.099525 1.053187 -0.162 0.057 -0.024
C -0.330125 -2.762730 2.305754 -0.013 0.009 -0.045
C -0.010283 -4.095527 2.403939 -0.009 -0.023 -0.031
C 0.238850 -4.870996 1.266478 -0.010 -0.032 0.052
C 0.551243 -6.342926 1.370890 0.039 0.085 0.023
C 0.251473 -4.210422 0.051817 -0.042 0.099 -0.045
C -0.019204 -2.842019 -0.087971 0.097 -0.125 -0.028
P 0.194488 -1.894039 -1.632810 0.160 -0.059 0.069
C -1.172662 -2.516879 -2.730655 -0.161 0.079 0.058
C -1.143979 -3.995746 -3.100544 -0.039 0.003 -0.022
C -2.504900 -2.145753 -2.075336 0.029 0.040 -0.020
C 1.717812 -2.509506 -2.560000 0.092 0.162 0.060
C 2.693682 -1.328799 -2.678282 -0.017 -0.046 -0.058
C 2.480853 -3.731384 -2.052014 -0.010 -0.014 -0.072
H -0.002503 5.089928 3.586350 -0.002 -0.014 0.009
H -0.868745 3.633279 4.059908 -0.006 -0.005 -0.002
H -1.568528 4.730456 2.858240 0.008 -0.010 0.020
H 0.446292 4.233870 1.369925 0.027 0.009 -0.008
H 1.068522 2.152538 3.521791 0.005 0.005 -0.010
H 2.004889 3.620424 3.201204 -0.030 -0.004 0.032
H 1.947525 2.313897 2.008152 0.021 0.017 0.003
H -1.353547 3.892848 -0.508379 0.008 -0.022 -0.031
H -3.729806 2.949653 1.187666 -0.010 0.004 -0.037
H -3.833205 4.103581 -0.145484 0.005 0.008 0.014
H -2.933091 4.525037 1.312184 -0.019 -0.026 0.007
H -2.820122 1.210765 -0.622293 -0.028 0.050 -0.001
H -1.487657 1.747297 -1.675864 -0.003 0.041 0.011
H -3.076169 2.532152 -1.779114 -0.011 0.003 0.037
H -2.592776 2.701095 3.271854 -0.022 0.003 -0.024
H -4.362067 2.521399 4.826419 -0.009 -0.006 -0.001
H -4.066024 1.100406 5.827117 -0.006 0.015 0.002
H -5.433928 1.120120 4.719816 0.004 0.018 -0.003
H -4.343084 -1.127219 3.835371 0.011 -0.002 0.002
H -2.831294 -2.068020 2.174610 0.017 -0.012 0.027
H -0.510877 -2.186506 3.204084 -0.027 -0.015 0.007
H 0.053301 -4.555485 3.386758 -0.011 0.014 -0.003
H -0.094575 -6.836071 2.101976 -0.004 -0.012 -0.022
H 1.585941 -6.514131 1.684624 -0.012 -0.010 -0.005
H 0.412995 -6.840064 0.408623 -0.001 -0.005 0.007
H 0.478976 -4.788537 -0.833856 0.026 0.010 0.021
H -1.056609 -1.913831 -3.638437 0.009 -0.018 -0.028
H -1.304650 -4.614154 -2.215106 -0.001 0.008 -0.004
H -0.198448 -4.291624 -3.560205 0.000 -0.002 0.017
H -1.945350 -4.222308 -3.813566 0.007 -0.015 0.011
H -2.673691 -2.765251 -1.190361 0.003 0.015 0.000
H -3.339053 -2.297239 -2.767733 0.007 -0.033 0.008
H -2.505418 -1.103734 -1.749379 -0.006 -0.009 -0.014
H 1.341699 -2.720214 -3.567146 -0.011 -0.023 -0.018
H 3.119211 -1.081565 -1.702584 0.004 0.002 -0.002
H 2.198931 -0.431538 -3.054938 -0.008 -0.018 0.034
H 3.519269 -1.585850 -3.351605 -0.023 -0.012 -0.004
H 2.707053 -3.643300 -0.988570 -0.005 -0.008 -0.004
H 3.432295 -3.805297 -2.588024 -0.005 -0.009 0.001
H 1.941466 -4.666022 -2.211224 0.004 0.010 0.016
N 3.624580 0.401064 1.270399 0.235 -0.018 0.150
C 4.524005 0.080813 1.926199 0.169 -0.039 0.133
C 5.631097 -0.280577 2.731233 -0.014 0.021 -0.006
C 6.513329 0.719588 3.201571 -0.133 -0.160 -0.090
N 7.242242 1.532555 3.588046 0.011 0.011 0.018
C 5.874021 -1.631254 3.071421 -0.024 0.198 -0.057
N 6.095840 -2.730638 3.359222 0.001 -0.012 0.006
C 1.716018 1.660313 -5.130594 0.009 -0.132 -0.024
Si 1.060428 2.656408 -3.652172 0.064 0.073 -0.030
C -0.221222 3.845377 -4.395823 -0.126 0.007 0.024
C 2.509973 3.763099 -3.143406 0.055 0.001 0.119
O 0.463056 1.769877 -2.483911 0.076 -0.020 -0.016
H 1.897191 2.288187 -6.009961 0.003 0.009 0.036
H 1.000725 0.879723 -5.411048 0.013 0.033 -0.004
H 2.656989 1.163438 -4.872342 -0.032 0.007 -0.018
H 0.188693 4.449504 -5.212749 0.012 -0.021 0.023
H -0.592588 4.526210 -3.622363 0.000 -0.013 -0.027
H -1.081124 3.287714 -4.781635 0.019 0.021 0.006
H 2.910741 4.346868 -3.979479 -0.028 -0.019 0.003
H 3.320960 3.152274 -2.734152 -0.018 0.025 -0.012
H 2.203334 4.460243 -2.356612 0.010 -0.011 -0.027
```
Positions in Å, forces in eV/Å.